{
  "formula": "C46H80O28S4",
  "method": "the ωB97M-V functional and the def2-TZVPD basis",
  "species": ["C", "C", "C", "O", "C", "O", "O", "H", "H", "H", "H", "H", "H", "C", "C", "C", "O", "C", "O", "O", "H", "H", "H", "H", "H", "H", "C", "C", "C", "O", "C", "O", "O", "H", "H", "H", "H", "H", "H", "C", "C", "C", "O", "C", "O", "O", "H", "H", "H", "H", "H", "H", "C", "C", "C", "O", "C", "O", "O", "H", "H", "H", "H", "H", "H", "C", "C", "C", "O", "C", "O", "O", "H", "H", "H", "H", "H", "H", "O", "S", "O", "C", "C", "C", "C", "H", "H", "H", "H", "H", "H", "H", "H", "O", "S", "O", "C", "C", "C", "C", "H", "H", "H", "H", "H", "H", "H", "H", "O", "S", "O", "C", "C", "C", "C", "H", "H", "H", "H", "H", "H", "H", "H", "O", "S", "O", "C", "C", "C", "C", "H", "H", "H", "H", "H", "H", "H", "H", "C", "C", "C", "O", "H", "H", "H", "H", "H", "H", "C", "C", "C", "O", "H", "H", "H", "H", "H", "H"],
  "coordinates": [[14.108, -12.235, 20.446], [13.874, -10.764, 20.245], [12.969, -10.068, 21.296], [13.759, -8.948, 21.624], [14.926, -9.007, 21.187], [15.735, -8.163, 21.532], [15.119, -10.141, 20.544], [13.991, -12.517, 21.492], [15.108, -12.578, 20.181], [13.351, -12.724, 19.832], [13.470, -10.525, 19.261], [12.845, -10.593, 22.243], [12.059, -9.728, 20.802], [8.910, -5.683, 24.310], [8.025, -5.808, 23.029], [6.756, -5.005, 23.071], [6.970, -3.980, 22.140], [8.106, -4.172, 21.477], [8.432, -3.525, 20.455], [8.715, -5.277, 21.963], [9.951, -6.001, 24.246], [8.504, -6.263, 25.139], [8.925, -4.702, 24.787], [7.762, -6.852, 22.856], [6.489, -4.538, 24.019], [5.870, -5.597, 22.842], [13.329, -4.457, 18.861], [12.300, -5.500, 18.416], [11.335, -5.086, 17.340], [12.105, -5.277, 16.142], [12.958, -6.236, 16.372], [13.682, -6.812, 15.524], [13.041, -6.458, 17.697], [14.331, -4.879, 18.935], [13.036, -4.033, 19.822], [13.402, -3.554, 18.255], [11.929, -6.033, 19.291], [11.066, -4.031, 17.393], [10.426, -5.684, 17.395], [10.688, -10.109, 11.047], [10.770, -8.871, 11.943], [10.723, -7.498, 11.317], [9.650, -6.776, 11.972], [9.210, -7.536, 13.028], [8.446, -7.170, 13.908], [9.709, -8.795, 12.951], [11.642, -10.104, 10.519], [9.927, -9.924, 10.289], [10.443, -11.102, 11.422], [11.636, -8.998, 12.592], [10.552, -7.716, 10.263], [11.719, -7.058, 11.370], [17.800, -5.427, 12.444], [17.553, -6.042, 11.007], [18.106, -7.411, 10.863], [17.062, -8.115, 10.275], [15.941, -7.470, 10.307], [14.865, -7.835, 9.828], [16.157, -6.204, 10.790], [17.268, -4.476, 12.471], [18.838, -5.219, 12.702], [17.447, -6.096, 13.229], [17.808, -5.368, 10.188], [18.209, -7.883, 11.840], [19.070, -7.421, 10.353], [18.685, -6.703, 17.621], [20.120, -6.202, 17.741], [21.029, -6.907, 18.756], [22.088, -7.269, 17.942], [21.954, -6.918, 16.697], [22.871, -6.956, 15.870], [20.743, -6.328, 16.534], [18.541, -7.604, 17.023], [18.277, -5.798, 17.173], [18.264, -6.827, 18.618], [20.079, -5.157, 18.048], [20.661, -7.770, 19.312], [21.161, -6.187, 19.564], [10.337, 3.341, 18.867], [9.875, 1.952, 19.001], [8.577, 1.569, 18.551], [11.271, 0.851, 18.398], [12.299, 0.856, 19.588], [11.416, 0.600, 20.915], [10.051, 1.365, 20.745], [11.609, 1.312, 17.470], [10.721, -0.074, 18.229], [12.953, -0.005, 19.452], [12.857, 1.786, 19.700], [11.959, 0.931, 21.800], [11.304, -0.476, 21.043], [9.775, 2.109, 21.492], [9.234, 0.646, 20.823], [16.456, -13.932, 16.273], [15.232, -13.651, 15.463], [13.909, -13.984, 15.970], [15.328, -11.891, 14.921], [15.647, -11.911, 13.449], [15.159, -13.194, 12.750], [15.406, -14.409, 13.736], [16.106, -11.422, 15.524], [14.362, -11.405, 15.065], [15.282, -10.997, 12.981], [16.731, -11.850, 13.346], [15.629, -13.282, 11.771], [14.072, -13.199, 12.673], [16.396, -14.839, 13.581], [14.632, -15.177, 13.752], [10.555, -11.336, 17.301], [9.255, -11.897, 17.207], [8.701, -12.437, 15.938], [9.043, -13.134, 18.555], [8.579, -12.327, 19.806], [7.599, -11.224, 19.340], [8.048, -10.687, 17.969], [9.904, -13.798, 18.634], [8.193, -13.717, 18.201], [8.179, -13.043, 20.524], [9.525, -11.966, 20.211], [7.514, -10.439, 20.091], [6.599, -11.625, 19.175], [8.511, -9.702, 18.029], [7.255, -10.609, 17.225], [16.276, -0.527, 12.192], [14.903, -0.405, 12.652], [14.511, 0.686, 13.539], [13.692, -0.416, 11.261], [13.754, -1.911, 10.938], [13.540, -2.675, 12.272], [14.396, -2.036, 13.413], [14.089, 0.307, 10.548], [12.766, -0.063, 11.713], [12.991, -2.238, 10.232], [14.692, -2.196, 10.461], [13.745, -3.745, 12.231], [12.459, -2.599, 12.393], [15.120, -2.542, 14.051], [13.636, -1.730, 14.133], [8.192, -1.202, 12.317], [8.555, -1.105, 13.769], [7.777, -1.971, 14.716], [9.349, -0.343, 14.203], [8.658, -0.598, 11.538], [7.109, -1.286, 12.231], [8.373, -2.196, 11.908], [7.939, -3.017, 14.459], [6.707, -1.771, 14.675], [8.003, -1.695, 15.746], [18.344, -1.042, 21.388], [19.100, -2.301, 21.471], [18.248, -3.463, 21.859], [20.305, -2.390, 21.241], [18.401, -0.594, 22.380], [17.329, -1.138, 21.001], [18.931, -0.439, 20.695], [18.553, -4.311, 21.246], [17.169, -3.315, 21.875], [18.686, -3.835, 22.786]],
  "lowdin_charge": [-0.01, -0.29, -0.05, 0.10, -0.66, 0.12, 0.11, 0.09, 0.10, 0.09, 0.16, 0.14, 0.13, -0.01, -0.33, -0.11, 0.09, -0.50, 0.10, 0.09, 0.08, 0.08, 0.08, 0.15, 0.14, 0.14, -0.01, -0.31, -0.07, 0.10, -0.55, 0.08, 0.06, 0.09, 0.08, 0.08, 0.16, 0.14, 0.14, -0.01, -0.30, -0.08, 0.07, -0.52, 0.11, 0.07, 0.09, 0.08, 0.09, 0.15, 0.13, 0.14, 0.01, -0.31, -0.11, 0.10, -0.54, 0.10, 0.07, 0.07, 0.08, 0.08, 0.16, 0.14, 0.15, 0.00, -0.37, -0.09, 0.10, -0.53, 0.12, 0.10, 0.09, 0.08, 0.08, 0.15, 0.14, 0.13, -0.35, 0.68, -0.33, -0.19, -0.18, -0.18, -0.21, 0.10, 0.09, 0.09, 0.11, 0.10, 0.10, 0.10, 0.08, -0.38, 0.73, -0.35, -0.22, -0.24, -0.19, -0.18, 0.10, 0.10, 0.11, 0.11, 0.11, 0.11, 0.09, 0.09, -0.33, 0.69, -0.35, -0.22, -0.21, -0.20, -0.20, 0.10, 0.09, 0.11, 0.10, 0.11, 0.11, 0.09, 0.09, -0.34, 0.70, -0.36, -0.19, -0.24, -0.21, -0.18, 0.11, 0.10, 0.11, 0.11, 0.11, 0.11, 0.10, 0.08, -0.03, -0.53, -0.02, 0.09, 0.08, 0.08, 0.08, 0.09, 0.08, 0.08, -0.03, -0.52, -0.02, 0.05, 0.10, 0.08, 0.09, 0.08, 0.08, 0.09],
  "e_lumo_ev": -0.373,
  "homo_energy_ha": -0.35100,
  "smiles": "C[C@H]1COC(=O)O1.C[C@H]1COC(=O)O1.C[C@H]1COC(=O)O1.C[C@H]1COC(=O)O1.C[C@H]1COC(=O)O1.C[C@H]1COC(=O)O1.O=S1(=O)CCCC1.O=S1(=O)CCCC1.O=S1(=O)CCCC1.O=S1(=O)CCCC1.CC(C)=O.CC(C)=O",
  "de_lowest_ev": 3.719
}

{
  "formula": "C46H84Cl18N7O3SSi",
  "method": "the ωB97M-V functional and the def2-TZVPD basis",
  "species": ["C", "C", "C", "O", "N", "C", "N", "C", "C", "C", "C", "C", "C", "C", "C", "Si", "C", "C", "C", "C", "C", "C", "C", "C", "N", "C", "C", "N", "N", "N", "C", "N", "C", "S", "C", "C", "O", "C", "C", "O", "H", "H", "H", "H", "H", "H", "H", "H", "H", "H", "H", "H", "H", "H", "H", "H", "H", "H", "H", "H", "H", "H", "H", "H", "H", "H", "H", "H", "H", "H", "H", "H", "H", "H", "H", "H", "H", "H", "H", "H", "H", "H", "H", "H", "H", "H", "H", "H", "Cl", "C", "C", "Cl", "H", "H", "H", "H", "Cl", "C", "C", "Cl", "H", "H", "H", "H", "Cl", "C", "C", "Cl", "H", "H", "H", "H", "Cl", "C", "C", "Cl", "H", "H", "H", "H", "Cl", "C", "C", "Cl", "H", "H", "H", "H", "Cl", "C", "C", "Cl", "H", "H", "H", "H", "Cl", "C", "C", "Cl", "H", "H", "H", "H", "Cl", "C", "C", "Cl", "H", "H", "H", "H", "Cl", "C", "C", "Cl", "H", "H", "H", "H"],
  "coordinates": [[1.835, -1.005, -1.042], [1.032, -0.864, -2.263], [-0.273, 0.053, -2.141], [0.074, 1.127, -1.207], [-0.728, 0.617, -3.474], [-1.681, 1.697, -3.058], [-1.261, 2.943, -3.157], [-2.112, 4.083, -2.718], [-1.125, 5.251, -2.146], [0.178, 4.672, -1.411], [1.525, 4.780, -2.317], [2.836, 4.219, -1.575], [3.208, 2.695, -1.939], [4.786, 2.358, -1.844], [5.162, 1.262, -0.719], [5.824, -0.398, -1.421], [7.546, -0.166, -2.298], [4.672, -1.231, -2.709], [6.033, -1.601, 0.091], [6.136, -3.161, -0.104], [6.348, -4.160, 1.075], [6.443, -3.566, 2.512], [6.338, -2.021, 2.775], [6.126, -1.038, 1.566], [-2.990, 1.245, -2.539], [-3.840, 0.577, -3.577], [-3.949, 1.344, -4.976], [-4.144, 2.824, -4.861], [-5.216, 0.813, -5.633], [-2.844, 0.975, -5.941], [-2.780, 0.362, -1.330], [-4.047, -0.273, -0.837], [-4.471, 0.277, 0.253], [-5.027, 0.755, 1.730], [-1.559, -0.679, -1.498], [-1.966, -2.060, -2.206], [-1.078, -3.170, -1.906], [-1.789, -4.351, -1.561], [-1.285, -5.122, -0.225], [-2.728, -4.865, -2.209], [1.526, -1.738, -0.218], [2.756, -0.352, -0.829], [1.379, -1.363, -3.227], [-0.186, 0.875, -0.295], [-1.230, -0.099, -4.019], [-0.307, 3.070, -3.555], [-2.612, 4.563, -3.655], [-2.888, 3.773, -1.931], [-0.745, 5.798, -3.095], [-1.698, 6.038, -1.547], [0.381, 5.365, -0.505], [0.067, 3.618, -0.986], [1.441, 4.222, -3.314], [1.754, 5.883, -2.584], [3.741, 4.860, -1.909], [2.740, 4.372, -0.446], [2.692, 2.034, -1.150], [2.864, 2.485, -3.009], [5.243, 2.032, -2.854], [5.350, 3.327, -1.560], [4.296, 1.124, 0.026], [6.030, 1.704, -0.095], [7.641, -1.054, -3.018], [7.502, 0.792, -2.917], [8.321, -0.160, -1.462], [5.299, -1.746, -3.533], [4.104, -2.067, -2.175], [3.961, -0.449, -3.175], [6.058, -3.554, -1.184], [6.435, -5.288, 0.861], [6.618, -4.305, 3.364], [6.441, -1.642, 3.857], [6.064, 0.073, 1.823], [-4.916, 0.532, -3.154], [-3.554, -0.507, -3.809], [-4.675, 3.030, -3.994], [-4.725, 3.141, -5.648], [-6.043, 1.058, -5.051], [-5.362, 1.277, -6.546], [-3.161, 0.049, -6.301], [-2.931, 1.621, -6.751], [-2.448, 1.087, -0.490], [-1.250, -0.966, -0.416], [-3.025, -2.386, -1.883], [-2.025, -1.981, -3.362], [-2.117, -5.753, 0.232], [-0.414, -5.803, -0.569], [-0.868, -4.320, 0.473], [-7.414, -7.886, -2.511], [-6.369, -6.449, -2.383], [-5.355, -6.577, -1.265], [-6.119, -6.530, 0.345], [-7.009, -5.575, -2.247], [-5.853, -6.347, -3.340], [-4.652, -5.743, -1.306], [-4.786, -7.504, -1.343], [5.784, 2.268, 2.319], [7.052, 3.381, 2.894], [8.172, 3.539, 1.886], [9.139, 2.052, 1.718], [7.421, 3.009, 3.852], [6.571, 4.344, 3.067], [8.856, 4.325, 2.213], [7.791, 3.809, 0.899], [-3.238, -6.739, 4.326], [-4.379, -5.379, 4.490], [-4.422, -4.518, 3.244], [-2.909, -3.607, 3.003], [-4.094, -4.799, 5.370], [-5.364, -5.813, 4.674], [-5.225, -3.780, 3.330], [-4.604, -5.115, 2.349], [3.585, -8.724, 0.307], [2.440, -7.383, 0.553], [2.358, -6.472, -0.656], [3.856, -5.539, -0.896], [2.744, -6.836, 1.448], [1.463, -7.832, 0.744], [1.554, -5.746, -0.519], [2.158, -7.033, -1.570], [2.826, 5.239, 1.688], [2.857, 4.570, 3.340], [3.300, 5.593, 4.368], [5.019, 6.018, 4.190], [3.511, 3.696, 3.337], [1.842, 4.236, 3.565], [3.178, 5.183, 5.373], [2.715, 6.512, 4.303], [-3.694, 6.842, -3.833], [-5.432, 6.474, -3.980], [-6.051, 6.083, -2.653], [-5.459, 4.502, -2.082], [-5.548, 5.685, -4.724], [-5.914, 7.376, -4.361], [-7.134, 5.996, -2.761], [-5.846, 6.822, -1.877], [9.271, 2.631, 7.109], [7.757, 2.180, 7.932], [6.701, 1.696, 6.959], [6.093, 3.011, 5.919], [7.411, 3.043, 8.503], [8.004, 1.383, 8.636], [5.842, 1.305, 7.507], [7.082, 0.903, 6.313], [-10.576, -0.485, 2.822], [-9.243, -0.798, 1.683], [-8.711, -2.212, 1.799], [-7.853, -2.483, 3.338], [-8.461, -0.058, 1.864], [-9.640, -0.634, 0.679], [-7.993, -2.405, 1.000], [-9.511, -2.950, 1.723], [-3.414, -0.731, 4.765], [-4.965, -1.025, 5.590], [-4.775, -1.647, 6.959], [-4.173, -3.320, 6.860], [-5.579, -1.656, 4.942], [-5.459, -0.057, 5.689], [-5.731, -1.687, 7.484], [-4.076, -1.071, 7.568]],
  "lowdin_charge": [0.04, -0.04, -0.41, -0.05, 0.15, -0.17, 0.18, -0.19, -0.18, -0.20, -0.20, -0.22, -0.19, -0.23, -0.31, 0.54, -0.19, -0.21, -0.21, -0.11, -0.10, -0.08, -0.07, -0.08, 0.00, -0.09, -0.58, 0.07, 0.03, 0.07, -0.26, 0.07, -0.63, 0.71, -0.12, -0.13, -0.06, -0.38, 0.02, 0.05, 0.09, 0.06, 0.12, 0.11, 0.10, 0.18, 0.06, 0.09, 0.11, 0.11, 0.11, 0.10, 0.09, 0.12, 0.12, 0.00, 0.09, 0.11, 0.10, 0.11, 0.06, 0.03, 0.04, 0.03, 0.04, 0.05, 0.02, 0.04, 0.07, 0.08, 0.08, 0.08, -0.03, 0.14, 0.13, 0.01, 0.08, 0.08, 0.08, 0.09, 0.08, 0.15, 0.17, 0.14, 0.14, 0.10, 0.08, 0.08, 0.54, -0.66, -0.66, 0.55, 0.07, 0.07, 0.04, 0.08, 0.64, -0.66, -0.64, 0.55, 0.00, 0.00, 0.08, 0.07, 0.54, -0.69, -0.65, 0.51, -0.08, 0.08, 0.03, 0.02, 0.55, -0.66, -0.67, 0.58, 0.07, 0.07, 0.03, 0.07, 0.61, -0.64, -0.64, 0.58, 0.03, 0.08, 0.07, 0.07, 0.62, -0.63, -0.62, 0.60, 0.06, 0.08, 0.08, 0.08, 0.55, -0.66, -0.63, 0.59, 0.07, 0.07, 0.07, 0.07, 0.55, -0.67, -0.65, 0.56, 0.05, 0.07, 0.07, 0.07, 0.51, -0.65, -0.62, 0.65, 0.02, 0.08, 0.08, 0.07],
  "total_charge": 1,
  "e_lumo_ev": -3.423,
  "homo_energy_ha": -0.35723
}